(1)
Here is a structure of composition C5H14N2O7P2Pd from OMol25. Energies are from ωB97M-V/def2-TZVPD.

Last column: natural (NBO) charge in e.
Cartesian coordinates (Å):
Pd: 0.26838 1.21030 0.34224  1.046
N: -1.82505 2.39101 3.73484  -0.797
C: -0.91003 2.40487 2.74951  0.698
O: -1.25513 2.51817 1.57271  -0.657
C: 0.55488 2.32818 3.11026  -0.537
C: 1.33357 1.44270 2.15755  -0.647
H: -2.79783 2.38599 3.47967  0.409
H: -1.55745 2.22081 4.68653  0.399
H: 0.67966 2.03748 4.15939  0.204
H: 0.90513 3.36237 3.03603  0.238
H: 1.45446 0.41166 2.47795  0.219
H: 2.27838 1.86829 1.82538  0.206
N: -1.22420 -1.03674 -2.58490  -0.715
C: 0.05898 -1.33018 -1.78456  -0.624
C: 0.69607 -2.61968 -2.28327  -0.649
P: 1.08269 0.21571 -2.09651  2.331
O: 1.81856 -0.18069 -3.47139  -1.015
O: 2.09935 0.41557 -1.01325  -1.115
O: 0.02397 1.26248 -2.31602  -1.157
P: -0.54167 -1.50010 -0.03398  2.349
O: -1.60117 -2.69955 -0.29017  -1.037
O: 0.54777 -1.90597 0.86438  -1.103
O: -1.37579 -0.23505 0.16217  -1.134
H: -1.13768 -1.38819 -3.53708  0.417
H: -1.30730 0.00029 -2.59587  0.490
H: -2.04858 -1.45253 -2.14918  0.441
H: 1.01178 -2.53345 -3.32379  0.220
H: 0.02053 -3.46801 -2.16689  0.220
H: 1.58392 -2.82213 -1.68534  0.263
H: 2.75950 0.03131 -3.46169  0.519
H: -1.59571 -3.33491 0.43528  0.520

The value obtained for the LUMO energy (spin up / spin down) is 0.403 / -0.400 eV. Its energy above the lowest of the compared OMol25 structures with the same formula, charge and spin is 8.2 kcal per mole. The calculation puts the HOMO energy (spin up / spin down) at -7.2139 / -8.9087 eV. The expectation value of S² is 2.005. The total energy is -44786.6309 eV. As for the spin multiplicity: 3. The value obtained for the HOMO-LUMO gap (spin up / spin down) is 0.2799 / 0.3127 Ha.

=====

(2)
Here is a structure of composition C5H14N2OS in a non-equilibrium geometry from OMol25. Energies are from ωB97M-V/def2-TZVPD.

Last column: natural (NBO) charge in e.
Cartesian coordinates (Å):
C: -0.16766 -0.90760 -0.49765  0.039
C: -1.01333 -0.72141 0.68037  0.176
C: -2.69364 1.24456 0.61786  -0.435
C: 2.38470 1.73917 -0.37641  -0.730
C: 1.77107 -0.76164 -0.23343  -0.224
N: 2.11676 -2.19556 0.18798  -0.726
N: -2.42249 -0.23872 0.46306  -0.529
O: -0.72530 -1.97385 0.22354  -0.446
S: 1.97183 0.47442 0.90768  0.297
H: -0.36065 -0.76702 -1.58415  0.243
H: -0.59546 -0.24473 1.60379  0.243
H: -3.76184 1.51391 0.46711  0.277
H: -2.30387 1.47811 1.62697  0.238
H: -2.23532 1.91455 0.00420  0.245
H: 1.55377 1.88755 -1.00066  0.220
H: 3.31104 1.50264 -0.91479  0.255
H: 2.47321 2.83230 0.14200  0.293
H: 2.14315 -0.58686 -1.17654  0.238
H: 2.95384 -2.25899 0.72143  0.458
H: 2.22067 -2.90616 -0.65544  0.478
H: 1.27564 -2.58197 0.77897  0.467
H: -2.79860 -0.52869 -0.46160  0.457
H: -3.04992 -0.72494 1.17516  0.466

The value obtained for the LUMO energy is -6.606 eV. Its charge is +2. Its energy above the lowest of the compared OMol25 structures with the same formula, charge and spin is 0.0 kcal per mole. The calculation puts the HOMO energy at -16.3506 eV. The total energy is -21254.6447 eV. As for the spin multiplicity: 1. The value obtained for the HOMO-LUMO gap is 0.3581 Ha.

=====

(3)
Here is a cluster of 2 separate species, C5H14N2S in total in a non-equilibrium geometry from OMol25. Energies are from ωB97M-V/def2-TZVPD.

Last column: natural (NBO) charge in e.
Cartesian coordinates (Å):
N: 2.50622 0.22920 1.69708  -0.810
C: 1.21313 0.51760 1.04989  -0.043
C: 1.60522 1.42063 -0.11608  -0.565
S: 3.57348 -0.64711 -1.32080  -0.133
C: 0.26227 -0.71019 0.68990  -0.229
N: -1.01163 -0.17164 0.06998  -0.656
C: -1.98835 -1.01129 -0.64864  -0.207
C: -3.02459 -0.09802 -1.47017  -0.621
H: 2.47748 -0.66825 2.14401  0.355
H: 2.16932 0.91521 -0.87014  0.173
H: 3.15610 0.11091 0.91654  0.355
H: 0.57018 1.14769 1.81534  0.189
H: 0.74119 1.94154 -0.50309  0.246
H: 2.34319 2.14335 0.30206  0.232
H: 0.04921 -1.28726 1.61074  0.172
H: 0.77831 -1.37472 -0.00675  0.204
H: -1.58984 0.39183 0.82756  0.348
H: -2.49154 -1.72613 0.01906  0.166
H: -1.35025 -1.60291 -1.33560  0.188
H: -2.53747 0.71321 -2.05188  0.221
H: -3.74195 -0.68500 -2.09007  0.217
H: -3.70968 0.45133 -0.72894  0.197

The value obtained for the LUMO energy is -3.393 eV. Its energy above the lowest of the compared OMol25 structures with the same formula, charge and spin is 103.6 kcal per mole. The calculation puts the HOMO energy at -8.8301 eV. The total energy is -19222.8032 eV. As for the spin multiplicity: 1. The value obtained for the HOMO-LUMO gap is 0.1998 Ha.

=====

(4)
Here is a cluster of 2 separate species, C5H14N3 in total in a non-equilibrium geometry from OMol25. Energies are from ωB97M-V/def2-TZVPD.

Last column: natural (NBO) charge in e.
Cartesian coordinates (Å):
C: 2.22533 -1.13721 0.53942  -0.650
C: 1.14706 -1.15445 -0.51688  -0.186
C: 1.33514 -0.77234 -1.81266  -0.194
C: 0.16365 -0.33704 -2.60231  -0.647
H: 3.11255 -0.64193 0.13722  0.210
H: 1.87798 -0.47227 1.33112  0.209
H: 2.47411 -2.10001 1.05101  0.212
H: 0.14077 -1.04110 -0.03745  0.203
H: 2.35345 -0.65089 -2.18747  0.196
H: -0.72766 -0.92879 -2.30457  0.244
H: -0.12906 0.69843 -2.34006  0.191
H: 0.27073 -0.33737 -3.70009  0.211
N: -0.60352 0.20768 2.56994  -0.830
C: -0.96337 0.62388 0.91148  0.432
N: -1.22703 2.03259 0.99663  -0.910
N: -1.66488 0.18665 -0.44573  -0.845
H: -1.56584 -0.09182 2.85229  0.347
H: -0.20400 -0.68607 2.27420  0.357
H: -2.15835 2.11121 1.40461  0.347
H: -0.53295 2.36733 1.66505  0.382
H: -2.58852 0.50087 -0.14158  0.347
H: -1.30203 0.94687 -0.96448  0.374

The value obtained for the LUMO energy (spin up / spin down) is 0.693 / 0.299 eV. Its energy above the lowest of the compared OMol25 structures with the same formula, charge and spin is 72.1 kcal per mole. The calculation puts the HOMO energy (spin up / spin down) at -7.9616 / -8.6964 eV. The expectation value of S² is 0.755. The total energy is -9876.8632 eV. As for the spin multiplicity: 2. The value obtained for the HOMO-LUMO gap (spin up / spin down) is 0.3181 / 0.3306 Ha.

=====

(5)
Here is a cluster of 2 separate species, C5H14N3 in total in a non-equilibrium geometry from OMol25. Energies are from ωB97M-V/def2-TZVPD.

Last column: natural (NBO) charge in e.
Cartesian coordinates (Å):
C: -1.36103 -1.28325 0.54425  0.362
C: 0.13561 -2.65301 -2.19240  -0.697
C: -1.97537 0.85784 1.53846  -0.429
C: 1.24040 2.91659 0.27042  -0.428
C: 0.22482 -2.72358 -0.67404  0.281
N: -0.44772 -2.14467 0.18739  -0.382
N: -1.14150 0.04045 0.66708  -0.526
N: 2.19005 1.67273 0.25990  -0.899
H: -2.27438 -1.86583 0.87953  0.248
H: 0.54660 -1.70999 -2.32317  0.249
H: 0.70080 -3.40320 -2.76538  0.266
H: -0.88642 -2.71951 -2.67075  0.259
H: -1.41337 1.54609 2.18565  0.245
H: -2.70998 1.33941 0.75750  0.230
H: -2.56161 0.17022 2.19269  0.223
H: 0.41483 2.71518 1.03658  0.176
H: 1.97608 3.70416 0.54500  0.226
H: 0.75084 2.89287 -0.76502  0.207
H: 2.65767 1.54867 -0.66286  0.359
H: 1.11460 -3.14499 -0.21119  0.218
H: -0.25771 0.43463 0.38656  0.443
H: 3.07680 1.80919 0.81379  0.369

The value obtained for the LUMO energy is -3.440 eV. Its charge is +1. Its energy above the lowest of the compared OMol25 structures with the same formula, charge and spin is 80.5 kcal per mole. The calculation puts the HOMO energy at -12.6453 eV. The total energy is -9873.6754 eV. As for the spin multiplicity: 1. The value obtained for the HOMO-LUMO gap is 0.3383 Ha.

=====

(6)
Here is the ion C5H14N3O with charge +1 in a non-equilibrium geometry from OMol25. Energies are from ωB97M-V/def2-TZVPD.

Last column: natural (NBO) charge in e.
Cartesian coordinates (Å):
C: 3.22881 0.58448 0.69495  -0.455
N: 2.03802 -0.18316 0.32222  -0.418
C: 1.21225 0.13407 -0.61064  0.247
C: 0.10569 -0.67721 -0.64900  -0.198
N: 0.29841 -1.91513 0.15791  -0.873
C: -1.35758 0.35786 -0.04649  0.557
C: -2.67727 -0.41174 0.18735  -0.652
N: -1.61040 1.27298 -1.03550  -0.838
O: -0.69394 0.82559 1.03278  -0.755
H: 3.79588 -0.18804 1.24156  0.233
H: 3.08639 1.44525 1.42739  0.239
H: 3.87710 0.98534 -0.09878  0.240
H: 1.72971 -0.97594 0.86607  0.453
H: 1.48676 0.87292 -1.24632  0.218
H: -0.22248 -0.89754 -1.58566  0.217
H: -0.33931 -1.95980 0.94711  0.393
H: 0.19551 -2.70458 -0.51616  0.403
H: -3.05085 -0.13406 1.14299  0.240
H: -2.72387 -1.41307 0.10453  0.228
H: -3.32147 0.01248 -0.65784  0.226
H: -2.07303 0.95008 -1.81428  0.398
H: -0.93901 2.00701 -1.05120  0.387
H: -1.09108 1.53318 1.57705  0.511

The value obtained for the LUMO energy is -3.912 eV. The SMILES is C/[NH+]=C/[C@@H](N)[C@](C)(N)O. Its charge is +1. Its energy above the lowest of the compared OMol25 structures with the same formula, charge and spin is 69.6 kcal per mole. The calculation puts the HOMO energy at -12.7180 eV. The total energy is -11921.3869 eV. As for the spin multiplicity: 1. The value obtained for the HOMO-LUMO gap is 0.3236 Ha.

=====

(7)
Here is a cluster of 3 separate species, C5H14N3O in total in a non-equilibrium geometry from OMol25. Energies are from ωB97M-V/def2-TZVPD.

Last column: natural (NBO) charge in e.
Cartesian coordinates (Å):
C: 1.58696 -1.31698 -0.02755  0.343
C: 0.78571 1.43440 -0.73894  -0.403
C: -1.34221 1.09219 0.20659  -0.431
C: 0.53743 0.78447 1.73894  -0.453
C: 0.29674 -0.76584 0.11815  0.072
N: -2.02118 -1.61576 0.24038  -0.415
N: -0.77860 -1.65780 0.04860  -0.133
N: 0.07009 0.63000 0.42289  -0.262
O: 2.63386 -0.75384 -0.00051  -0.516
H: 1.55876 -2.38987 -0.18703  0.124
H: 0.31704 2.41741 -0.83243  0.233
H: 1.89630 1.52169 -0.54480  0.272
H: 0.60912 0.85757 -1.70167  0.253
H: -1.69278 0.70620 -0.77363  0.244
H: -2.09898 0.71919 0.93048  0.267
H: -1.36267 2.24322 0.16383  0.243
H: 1.65120 0.92568 1.77912  0.269
H: 0.04496 1.69855 2.22499  0.243
H: 0.26152 -0.02358 2.48823  0.257
H: 0.15658 -0.70032 -2.44769  -0.076
H: -2.58542 -2.44906 0.19582  0.386
H: -0.21875 -0.68658 -3.22985  0.073
H: -0.30567 -2.67092 -0.07389  0.410

The value obtained for the LUMO energy (spin up / spin down) is -4.518 / -4.517 eV. Its charge is +1. Its energy above the lowest of the compared OMol25 structures with the same formula, charge and spin is 151.6 kcal per mole. The calculation puts the HOMO energy (spin up / spin down) at -13.2094 / -13.2094 eV. The total energy is -11917.8308 eV. As for the spin multiplicity: 1. The value obtained for the HOMO-LUMO gap (spin up / spin down) is 0.3194 / 0.3194 Ha.

=====

(8)
Here is a structure of composition C5H14N3O2 in a non-equilibrium geometry from OMol25. Energies are from ωB97M-V/def2-TZVPD.

Last column: natural (NBO) charge in e.
Cartesian coordinates (Å):
C: 2.09409 -0.49136 0.44134  -0.612
C: 1.67174 1.43142 -1.14754  -0.579
C: -0.37602 -0.55742 -2.44378  -0.520
C: -2.63321 -0.36269 2.65203  -0.328
C: 1.42130 -0.04982 -0.89120  -0.185
N: -0.84218 0.22473 1.17697  -0.073
N: 0.17163 -0.60128 -1.09350  0.047
N: -1.18281 0.10728 -0.02098  0.343
O: -2.35284 -0.03017 -0.30773  -0.302
O: -1.60294 0.54237 2.29632  -0.309
H: 2.02732 0.27928 1.37509  0.203
H: 1.43590 -1.26760 0.83482  0.219
H: 3.05257 -0.96457 0.32656  0.266
H: 1.43313 2.02106 -0.10666  0.209
H: 1.16399 1.90916 -1.91370  0.230
H: 2.70299 1.54134 -1.38118  0.251
H: 0.26571 -1.25030 -3.08479  0.251
H: -1.39296 -1.01974 -2.31493  0.263
H: -0.49853 0.49792 -2.89501  0.279
H: -3.09035 -0.08200 3.60987  0.239
H: -2.19581 -1.33835 2.97773  0.211
H: -3.59682 -0.26189 2.12215  0.230
H: 2.08371 -0.57889 -1.61098  0.238
H: 0.24040 0.30153 1.39914  0.430

The value obtained for the LUMO energy (spin up / spin down) is -3.811 / -7.146 eV. Its charge is +1. Its energy above the lowest of the compared OMol25 structures with the same formula, charge and spin is 146.3 kcal per mole. The calculation puts the HOMO energy (spin up / spin down) at -12.6572 / -14.6551 eV. The expectation value of S² is 2.021. The total energy is -13960.4506 eV. As for the spin multiplicity: 3. The value obtained for the HOMO-LUMO gap (spin up / spin down) is 0.3251 / 0.2759 Ha.